Entry 1:
The following is a DFT calculation (ωB97M-V with the def2-TZVPD basis set) of C59H49Cl2HgIN3O5P2S2 as an isolated structure.

```
124
Properties=species:S:1:pos:R:3:forces:R:3
Hg -0.377 0.887 0.151 -0.029 0.235 -0.162
I 3.667 1.313 3.854 0.054 -0.053 -0.029
Cl 0.915 6.197 4.742 0.004 -0.016 -0.019
Cl -2.020 3.238 -4.229 -0.010 -0.020 0.011
S 1.873 -1.694 1.076 0.055 0.014 -0.098
S -3.071 0.439 -0.195 -0.027 0.027 0.142
P -0.523 -1.772 -1.194 0.085 0.164 0.003
P 2.763 0.458 -1.186 -0.121 -0.161 0.136
O 1.839 -2.579 2.273 0.011 -0.038 0.078
O -0.452 1.935 -2.052 -0.084 -0.331 -0.116
O 0.978 0.829 -3.408 -0.110 0.003 0.054
O -1.080 -0.487 2.102 0.227 -0.369 -0.201
O 1.402 1.219 1.606 0.082 0.163 0.203
N -0.687 2.905 1.080 0.062 0.089 -0.004
N -3.315 -0.070 2.515 -0.116 -0.029 -0.191
N -5.115 -0.477 1.206 0.073 -0.058 0.082
C 2.938 -4.879 -1.205 0.012 -0.045 -0.036
C 3.334 4.303 0.078 0.006 -0.005 -0.018
C 5.398 0.097 -4.378 -0.009 0.005 0.030
C -3.673 -4.654 0.585 0.006 -0.001 0.007
C -0.312 0.531 4.511 0.007 -0.032 0.050
C 1.873 -5.010 -2.091 -0.017 -0.005 -0.020
C 3.986 -0.133 0.075 0.094 -0.014 -0.040
C -5.903 -0.423 -0.012 -0.042 0.087 0.047
C -0.089 -1.859 -4.028 0.033 -0.054 0.015
C 2.158 2.663 3.355 -0.135 0.001 -0.174
C 3.314 2.917 0.014 0.010 -0.010 -0.100
C 2.818 3.026 -2.335 -0.040 0.045 -0.046
C -0.991 5.340 2.439 0.031 -0.028 0.004
C -0.955 -1.606 -2.969 -0.144 0.030 0.013
C 3.713 -0.125 -2.654 0.100 0.066 -0.110
C 0.207 3.245 2.062 0.036 0.009 -0.023
C -2.680 -3.654 -1.367 0.044 -0.071 0.047
C 4.698 0.621 -3.299 -0.003 -0.043 -0.015
C 0.865 -2.994 -1.197 -0.014 -0.039 -0.036
C -2.619 0.552 5.196 -0.028 0.036 0.016
C 3.050 2.263 -1.191 -0.006 0.014 0.173
C 2.042 3.837 4.091 0.016 -0.051 0.004
C 5.313 0.296 0.129 -0.072 -0.008 -0.008
C 1.923 -2.895 -0.297 0.035 -0.033 0.022
C -2.598 -0.818 -4.564 0.000 -0.012 0.019
C -0.899 1.223 6.737 0.010 -0.019 0.000
C -1.811 -2.919 -0.564 -0.081 0.028 0.044
C -0.477 -1.619 -5.338 0.018 -0.012 0.003
C -5.790 -0.991 2.391 -0.014 0.000 -0.070
C 3.451 -1.411 -3.122 0.078 -0.009 -0.028
C 0.016 1.582 -3.156 0.116 0.249 -0.036
C 0.072 4.466 2.784 -0.011 -0.048 -0.011
C -1.657 0.323 4.219 0.006 0.036 -0.067
C 6.215 -0.268 1.015 -0.002 -0.033 0.052
C 1.023 4.712 3.796 -0.016 0.079 0.024
C 0.064 0.992 5.764 0.001 -0.007 0.006
C 1.274 2.320 2.311 -0.021 -0.072 -0.067
C -1.737 -1.112 -5.613 -0.036 0.023 0.012
C 3.111 5.054 -1.067 0.013 0.019 0.036
C 4.487 -1.706 1.857 -0.068 0.058 0.043
C 0.844 -4.088 -2.071 0.027 0.028 0.008
C -2.006 -0.107 2.818 -0.189 0.276 0.289
C 2.862 4.412 -2.273 -0.006 -0.040 -0.001
C 2.948 -3.840 -0.298 -0.016 0.068 0.059
C 5.803 -1.278 1.877 0.045 0.034 -0.025
C 3.598 -1.141 0.951 -0.013 0.036 0.063
C -5.807 -1.698 -0.837 0.009 -0.036 -0.029
C -2.207 -1.052 -3.255 0.023 -0.097 -0.036
C 5.132 -1.188 -4.828 0.007 0.010 -0.011
C -3.604 -4.519 -0.794 0.025 0.005 -0.041
C -2.805 -3.929 1.391 0.018 0.015 -0.024
C -1.862 4.960 1.396 -0.001 0.001 -0.003
C -2.240 0.993 6.456 -0.015 -0.010 -0.029
C -1.878 -3.068 0.823 -0.023 -0.017 0.010
C -3.809 -0.076 1.279 0.042 -0.072 0.078
C -0.593 2.177 -4.443 -0.005 -0.013 0.066
C 4.157 -1.944 -4.192 -0.032 0.011 0.041
C -6.437 0.115 3.214 -0.021 0.019 0.006
C -1.687 3.765 0.754 0.048 -0.032 0.028
H 6.156 0.698 -4.868 -0.007 -0.002 0.001
H -5.580 0.432 -0.602 0.018 -0.010 0.000
H 3.109 6.137 -1.015 -0.008 -0.016 0.000
H -2.852 -4.019 2.469 -0.004 -0.005 -0.004
H 3.748 -5.598 -1.213 -0.005 0.004 -0.002
H -7.158 0.676 2.613 0.009 -0.015 0.011
H -0.896 1.360 -5.088 0.013 -0.038 -0.023
H -6.546 -1.703 2.048 -0.019 -0.007 -0.010
H -6.940 -0.240 0.286 -0.019 -0.010 0.004
H 4.914 1.628 -2.962 0.008 -0.021 -0.003
H -3.571 -0.383 -4.758 0.008 0.004 -0.004
H 3.749 -3.752 0.425 -0.026 0.005 -0.029
H -4.403 -5.320 1.030 -0.002 0.002 -0.002
H 2.570 2.530 -3.266 0.033 0.028 0.057
H 3.935 -2.950 -4.529 0.001 0.006 -0.004
H 4.112 -2.440 2.561 -0.001 0.009 -0.043
H -6.111 -2.571 -0.253 0.012 0.019 -0.007
H 5.635 1.094 -0.530 -0.001 -0.001 -0.023
H 2.667 4.994 -3.167 -0.001 -0.012 0.007
H -1.224 -2.482 1.461 -0.040 -0.054 -0.063
H 3.464 2.342 0.917 0.013 -0.010 0.001
H 7.237 0.091 1.044 -0.015 -0.012 0.004
H -5.669 0.806 3.560 0.002 -0.002 0.003
H 0.005 -4.207 -2.744 -0.003 -0.001 -0.020
H -0.604 1.587 7.715 -0.004 0.008 -0.003
H -2.677 5.606 1.093 0.010 -0.004 0.001
H 0.910 -2.228 -3.844 -0.012 0.043 0.003
H 1.112 1.181 5.966 -0.013 0.000 0.007
H -1.116 6.275 2.965 0.005 -0.006 0.007
H -4.281 -5.077 -1.431 0.007 0.000 0.004
H 0.172 2.760 -4.951 0.020 0.038 0.032
H -2.339 3.443 -0.049 -0.003 -0.002 0.011
H -2.035 -0.911 -6.636 -0.002 -0.013 -0.005
H -2.879 -0.796 -2.443 0.010 0.003 0.001
H -2.642 -3.552 -2.444 -0.006 0.027 -0.031
H 6.500 -1.713 2.584 0.000 0.019 -0.005
H 1.840 -5.838 -2.790 0.001 0.003 0.013
H 0.425 0.338 3.741 -0.022 0.012 -0.009
H -6.447 -1.635 -1.721 0.017 0.006 0.018
H -6.963 -0.296 4.081 0.030 0.003 -0.029
H -2.993 1.175 7.215 0.000 0.000 -0.002
H 0.225 -1.806 -6.142 -0.005 -0.006 0.010
H 3.491 4.784 1.036 0.000 0.004 -0.010
H 5.675 -1.595 -5.673 0.005 -0.004 0.010
H -3.660 0.391 4.947 0.002 0.005 0.011
H -5.072 -1.541 2.996 0.024 0.033 0.005
H 2.737 4.059 4.889 -0.006 -0.001 -0.006
H -4.777 -1.852 -1.159 -0.032 0.007 0.022
H 2.690 -2.007 -2.637 0.018 0.024 -0.008
```
Positions in Å, forces in eV/Å.

LUMO level (spin up / spin down) = 0.14182 / 0.14180 Eh
Kohn-Sham gap (spin up / spin down) = 3.32 / 5.56 eV
Multiplicity = 2
Energy above the lowest of the compared OMol25 structures with the same formula, charge and spin = 0.0 kJ/mol
Net charge = -2
Highest occupied orbital energy (spin up / spin down) = 0.020 / -0.063 Ha

---

Entry 2:
The following is a DFT calculation (ωB97M-V with the def2-TZVPD basis set) of C36H49CrN7O4P2S5 as an isolated structure at a distorted geometry.

```
104
Properties=species:S:1:pos:R:3:forces:R:3
Cr 0.654 -0.185 -0.429 0.169 0.676 -1.395
S 1.781 4.468 0.030 -0.010 -0.010 0.057
S 1.181 -4.634 -0.268 -0.174 -0.200 -0.168
S 5.076 -0.766 1.414 -0.044 0.006 -0.003
S 2.083 -1.947 -4.871 0.052 0.030 -0.011
S -0.980 -1.638 -3.764 0.043 0.171 0.017
P -2.938 1.073 1.317 -0.176 0.205 0.026
P -0.389 0.851 2.787 0.198 0.220 0.135
O 1.270 -1.689 -1.051 0.033 0.387 0.467
O -2.231 1.081 0.026 -0.235 0.147 0.054
O -1.961 1.056 2.610 -0.063 -0.061 -0.119
O 0.271 0.185 1.630 -0.238 -0.248 -0.339
N -0.169 -0.069 4.116 -0.024 0.082 -0.112
N 2.715 -0.260 0.635 -0.168 0.117 -0.180
N 1.344 1.977 -0.105 -0.025 -0.308 0.161
N -3.815 -0.291 1.588 0.071 0.054 0.030
N -3.773 2.476 1.564 -0.007 -0.129 0.006
N 0.243 0.525 -1.854 0.186 -1.467 2.123
N 0.143 2.377 3.056 -0.112 -0.194 0.224
C -4.564 2.589 2.790 -0.006 0.044 0.005
C -0.122 -2.792 -2.812 -0.111 -0.009 0.119
C 2.271 -1.977 -3.167 -0.010 0.000 -0.071
C 2.575 -4.766 -2.395 0.067 0.020 0.073
C -4.094 -0.881 2.890 -0.018 -0.004 0.031
C -4.402 3.122 0.411 0.046 0.072 -0.026
C -0.004 -1.518 4.030 0.032 -0.030 -0.001
C 3.468 -1.241 1.063 -0.019 -0.096 0.070
C -0.719 3.512 3.387 0.007 0.025 -0.066
C 4.708 0.845 0.997 -0.056 -0.050 0.012
C 4.330 -1.209 -3.910 -0.090 0.035 0.020
C -0.653 3.402 -0.694 0.078 -0.011 -0.060
C 0.483 1.273 -2.943 -0.092 0.481 -0.520
C 1.493 2.477 3.617 0.041 0.048 -0.052
C -4.808 -0.620 0.564 -0.036 -0.028 -0.028
C -0.350 2.544 -4.807 0.071 0.043 -0.084
C 1.771 -3.903 -1.713 -0.017 -0.077 -0.066
C 1.803 1.655 -3.257 -0.102 -0.217 0.006
C -0.599 1.735 -3.724 0.130 -0.080 0.133
C 2.031 2.469 -4.342 -0.047 0.081 -0.108
C 2.643 2.134 0.331 0.130 0.034 -0.082
C -0.870 -3.934 -2.696 -0.027 -0.029 -0.070
C -2.123 -3.868 -3.352 0.018 0.021 -0.036
C 3.051 3.420 0.465 -0.047 -0.033 -0.052
C 1.254 -2.568 -2.220 0.097 -0.093 -0.034
C -0.709 0.398 5.390 0.041 0.000 0.046
C -1.080 -1.387 -0.089 -0.029 0.046 -0.194
C 3.404 0.932 0.634 0.039 0.057 -0.029
C 3.672 -1.368 -5.094 -0.033 -0.020 0.005
C -2.314 -2.675 -3.974 0.006 0.025 0.021
C 3.011 -2.634 1.309 0.016 0.117 0.059
C 0.756 3.136 -0.287 -0.070 0.084 -0.058
C 2.728 -6.018 -1.741 0.033 -0.017 0.054
C 3.523 -1.565 -2.802 -0.014 0.021 -0.082
C 0.960 2.908 -5.120 -0.007 -0.067 0.100
C 2.033 -6.085 -0.576 -0.023 0.065 -0.034
H 3.040 -4.524 -3.339 -0.003 0.023 -0.038
H 3.280 -2.945 2.319 0.023 0.004 0.009
H -3.838 2.898 -0.491 0.004 0.013 0.000
H 0.694 -1.843 4.801 -0.010 0.000 -0.001
H -5.819 -0.383 0.906 -0.001 0.009 -0.016
H -2.830 -4.681 -3.377 -0.035 -0.024 -0.011
H -1.769 -1.110 -0.877 0.095 -0.011 -0.007
H -4.411 4.202 0.563 -0.015 0.000 0.007
H -5.435 2.786 0.281 -0.007 -0.007 -0.021
H -1.686 -0.048 5.595 -0.005 0.002 0.002
H -0.215 4.425 3.071 -0.001 0.008 -0.006
H 4.005 3.785 0.800 0.067 0.019 0.000
H -3.282 -0.683 3.584 0.009 0.009 0.017
H 2.615 1.289 -2.644 0.063 -0.051 0.018
H 5.443 1.628 1.055 0.037 0.057 0.004
H 4.040 -1.188 -6.089 0.020 0.026 -0.039
H -4.728 3.644 3.011 -0.001 -0.008 0.007
H -0.689 4.260 -1.364 -0.010 0.031 -0.006
H 3.861 -1.554 -1.776 0.014 0.002 0.049
H -1.606 1.446 -3.456 -0.016 -0.052 0.034
H -0.767 -2.422 -0.130 0.093 0.035 0.010
H -4.606 -0.068 -0.351 0.014 0.010 -0.038
H -4.034 2.146 3.631 0.009 -0.008 0.017
H 3.337 -6.824 -2.119 0.016 -0.029 -0.008
H -0.909 3.586 4.462 0.006 0.001 0.009
H -1.170 2.895 -5.418 -0.005 0.017 -0.020
H -4.760 -1.685 0.332 -0.012 -0.028 0.016
H -3.153 -2.357 -4.569 -0.055 0.019 -0.019
H 2.131 1.692 3.215 0.015 -0.034 -0.001
H -1.665 3.444 2.858 -0.042 -0.012 0.001
H 1.483 2.397 4.708 0.010 0.019 0.022
H -1.405 -1.071 0.887 0.010 -0.096 -0.064
H 3.468 -3.335 0.610 -0.026 0.043 -0.008
H 1.917 3.442 3.340 0.022 -0.005 -0.007
H -1.104 2.539 -1.165 0.008 0.014 0.046
H 1.147 3.542 -5.975 0.006 0.016 -0.024
H -1.252 3.629 0.190 -0.005 0.015 0.028
H -0.819 1.480 5.386 0.005 0.042 0.003
H 0.397 -1.789 3.057 0.003 0.005 0.006
H -0.028 0.128 6.198 -0.007 -0.006 -0.002
H 5.351 -0.869 -3.836 0.047 0.024 -0.004
H -5.540 2.105 2.689 -0.007 0.000 0.009
H -4.189 -1.962 2.773 0.004 -0.010 0.003
H 3.041 2.761 -4.593 0.018 0.010 -0.021
H 1.985 -6.895 0.132 0.008 -0.062 0.027
H -5.027 -0.503 3.320 -0.001 -0.010 0.001
H -0.955 -2.036 4.185 -0.004 -0.010 -0.009
H 1.932 -2.687 1.195 0.161 0.062 0.064
H -0.537 -4.820 -2.182 0.013 -0.012 -0.013
```
Positions in Å, forces in eV/Å.

LUMO level (spin up / spin down) = -0.25157 / -0.25153 Eh
Kohn-Sham gap (spin up / spin down) = 6.09 / 6.09 eV
Net charge = +2
Highest occupied orbital energy (spin up / spin down) = -0.475 / -0.475 Ha

---

Entry 3:
The following is a DFT calculation (ωB97M-V with the def2-TZVPD basis set) of an isolated ion of composition C13H10N and charge +1 at a distorted geometry.

```
24
Properties=species:S:1:pos:R:3:forces:R:3
N -0.953 -2.009 -0.094 2.894 0.586 -1.005
C 3.233 1.037 0.565 -0.532 1.318 -0.278
C -1.119 1.725 -0.150 3.001 0.076 -0.075
C -0.566 0.425 -0.052 -0.802 -0.662 0.018
C -2.424 1.993 -0.332 -2.799 -0.657 0.043
C 3.072 -0.934 -0.866 -3.008 0.286 -0.367
C 0.913 0.305 -0.011 -0.194 -1.764 -0.805
C 1.737 -0.590 -0.613 2.052 -0.178 0.033
C -3.248 0.859 -0.190 -0.748 -0.039 -0.697
C -1.430 -0.733 -0.103 0.640 2.519 -0.103
C 3.792 0.091 -0.214 2.872 -2.356 -0.222
C -2.767 -0.447 -0.187 0.899 2.856 0.686
C 1.847 1.083 0.694 0.823 1.745 1.501
C -1.489 -3.006 0.413 0.182 -1.043 0.630
H 4.904 -0.042 -0.125 -1.093 0.206 -0.766
H -0.392 2.540 -0.141 -0.171 -0.106 -0.109
H -4.338 0.932 -0.131 0.375 0.336 -0.239
H -0.892 -3.938 0.409 -0.873 0.292 -0.060
H 1.526 1.748 1.509 -0.670 -0.110 -0.715
H 3.938 1.818 0.898 -0.946 -0.529 0.594
H -3.445 -1.185 -0.055 -2.044 -2.373 -0.022
H -2.910 2.967 -0.588 0.946 -0.827 0.641
H 3.455 -1.740 -1.544 -0.402 0.931 0.949
H -2.442 -2.898 0.907 -0.402 -0.505 0.369
```
Positions in Å, forces in eV/Å.

LUMO level (spin up / spin down) = -0.22524 / -0.22522 Eh
Kohn-Sham gap (spin up / spin down) = 6.24 / 6.24 eV
Energy above the lowest of the compared OMol25 structures with the same formula, charge and spin = 0.0 kJ/mol
Net charge = +1
Highest occupied orbital energy (spin up / spin down) = -0.455 / -0.455 Ha